1.
This record from OMol25 describes an isolated molecule of C8H10O3 in a non-equilibrium geometry. The level of theory is wB97M-V/def2-TZVPD.

Its charge is 0. The calculated total energy comes out at -14596.947 eV. The lowest unoccupied orbital energy is 0.041 eV. The SMILES is O=C1C=C[C@]2(O)CCO[C@@H]2C1. As for the HOMO energy: -0.3549 Eh. The energy relative to the best compared isomer or geometry (same formula, charge and spin) is 331.21 kJ/mol. Its largest force on an atom is 0.12628 hartree/bohr.

Last column: Mulliken charge in e.
Element x y z (Å)
C 1.6075 0.1454 -0.5977  -0.493
C -0.5452 -0.3435 0.3247  1.292
H -1.8962 -1.3287 -1.1157  0.172
H 0.1309 -2.1503 -2.7391  0.342
O 2.6537 -1.1580 -2.3210  -0.574
C 0.8130 -0.1572 0.6545  -0.457
C 1.7125 -1.0012 -1.5130  0.374
C -0.4184 1.6130 1.5212  -0.316
H -2.0342 -1.3085 1.2015  0.411
C -0.7534 -1.1326 -0.9837  -0.565
H 2.5793 0.7265 -0.3243  0.319
H -1.1932 1.5875 -0.4854  0.286
H -2.4039 0.9077 0.7050  0.473
H 0.9006 1.0755 -1.1009  0.192
C -1.3777 0.9959 0.4502  -0.783
O 0.8431 1.2260 1.2123  -0.395
O -1.0818 -1.3745 1.2664  -0.532
H -0.3360 2.8227 1.8035  0.258
C 0.2505 -1.5510 -1.7736  -0.525
H 1.4126 -0.8955 1.2911  0.285
H -0.8636 1.3007 2.5239  0.235



2.
This record from OMol25 describes a cluster of 2 separate species, C8H10O3S2 in total in a non-equilibrium geometry. The level of theory is wB97M-V/def2-TZVPD.

Its charge is 0. The calculated total energy comes out at -36266.287 eV. The lowest unoccupied orbital energy is 0.329 eV. As for the HOMO energy: -0.2971 Eh. Its largest force on an atom is 0.08986 hartree/bohr.

Last column: Mulliken charge in e.
Element x y z (Å)
H -0.3132 -0.1115 -2.3337  0.323
C 1.3023 2.0483 0.2302  -0.497
O 1.1242 -1.4460 0.0310  -0.472
C -1.0963 0.1471 -1.6252  -0.926
H 0.0683 2.2771 -1.4194  0.599
H -2.8770 -2.2391 0.8616  0.383
H -0.0542 -1.5671 2.2769  0.288
H -0.7780 -3.2068 1.9001  0.481
O -1.2920 0.9862 1.5243  -0.490
S -0.2309 -1.9727 -0.0451  0.274
C 2.0891 1.3738 -1.7906  -0.639
C 2.9236 0.9846 -0.7504  -0.355
H -1.6630 1.0128 -1.9897  0.376
H 2.2497 1.4044 -2.8568  0.458
C -1.2678 -0.5064 -0.4854  0.391
C -2.2595 -1.6374 1.5724  -0.764
H 0.7034 2.5109 0.9984  0.420
H -2.7490 -1.7722 2.5371  0.409
C 1.0354 1.9947 -1.0818  -0.030
H 3.8665 0.4371 -0.6910  0.403
S -2.2996 0.1150 0.9590  0.295
O 2.4074 1.3556 0.5033  -0.317
C -0.8895 -2.1883 1.6750  -0.609



3.
This record from OMol25 describes an isolated molecule of C8H10S2 in a non-equilibrium geometry. The level of theory is wB97M-V/def2-TZVPD.

Its charge is 0. The calculated total energy comes out at -30122.853 eV. The lowest unoccupied orbital energy (alpha / beta) is 0.007 / -0.073 eV. As for the HOMO energy (alpha / beta): -0.2528 / -0.2616 Eh. The energy relative to the best compared isomer or geometry (same formula, charge and spin) is 404.49 kJ/mol. Its largest force on an atom is 0.10995 hartree/bohr.

Last column: Mulliken charge in e.
Element x y z (Å)
C -1.6023 -1.1069 -0.1533  -0.096
C -0.4109 0.5540 0.6863  -0.900
H 1.7328 -1.9180 -0.2150  0.350
C 0.8525 0.3612 -1.3172  -1.620
C 2.0779 0.8148 0.8186  -1.760
H -0.0324 -0.0407 -1.8248  0.408
H 2.0003 0.6119 1.8506  0.468
H -3.6331 -1.1030 -0.3852  0.404
S -0.5205 -2.3277 -0.2019  -0.199
H 1.1972 -1.5951 1.5109  0.434
H -4.0203 1.3588 0.3762  0.304
S -1.5293 1.7545 0.3706  -0.104
H 2.1290 1.8879 0.5820  0.401
H 2.9807 0.3108 0.4949  0.413
C -2.9959 0.8177 0.2164  -0.209
C 0.8242 0.1207 0.1667  1.970
H 1.6945 -0.1164 -1.7382  0.456
C 0.9167 -1.3766 0.4335  -0.813
C -2.7983 -0.5152 -0.1700  -0.236
H 1.1373 1.5072 -1.5011  0.326



4.
This record from OMol25 describes a cluster of 2 separate species, C8H10Si in total in a non-equilibrium geometry. The level of theory is wB97M-V/def2-TZVPD.

Its charge is 0. The calculated total energy comes out at -16330.780 eV. The lowest unoccupied orbital energy (alpha / beta) is -0.047 / -0.047 eV. As for the HOMO energy (alpha / beta): -0.3123 / -0.3123 Eh. The energy relative to the best compared isomer or geometry (same formula, charge and spin) is 386.06 kJ/mol. Its largest force on an atom is 0.07130 hartree/bohr.

Last column: Mulliken charge in e.
Element x y z (Å)
C -0.0221 1.0262 1.4301  -0.239
H -0.6548 2.6043 2.8082  0.304
C -2.6586 0.9528 0.8030  -0.390
C 2.3158 -0.5951 -1.2522  -0.569
H -3.6577 0.7942 0.4988  0.362
H -2.4133 -0.6992 -0.2671  0.207
H 1.4379 -1.9813 -2.7258  0.291
C -0.4617 0.0135 0.5733  0.539
H 2.2866 0.4818 -1.0331  0.250
H 1.0741 -0.2688 -3.0760  0.324
C 1.2889 -0.9602 -2.3224  -0.637
H 0.6837 -3.2751 0.5643  -0.092
C -0.9522 1.9021 2.0217  -0.454
H 3.2803 -1.0043 -1.4343  0.376
H -2.9847 2.6154 2.0841  0.408
H 0.9690 0.9415 1.7900  0.434
Si 0.6573 -1.0466 -0.5201  -0.141
C -1.7786 0.0252 0.2804  -0.412
C -2.2588 1.9525 1.6680  -0.561